DFT (ωB97M-V/def2-TZVPD) results for a cluster of 2 separate species, C7H8N5S2 in total at a distorted geometry.

Geometry as XYZ:
```
22
Properties=species:S:1:pos:R:3:lowdin_charge:R:1
C -1.06287 -2.24025 -2.11062 -0.261
C -0.69534 -1.58005 -3.24982 -0.401
C -0.73109 -0.22107 -1.26039 -0.633
C 2.96551 1.25839 -0.81949 -0.880
C -0.13311 1.46456 2.24503 -0.087
C -0.37636 0.46679 1.14945 -0.121
C -0.48170 0.72359 -0.18452 -0.133
N -1.12799 -1.44987 -1.00553 0.026
N 2.60004 2.87234 0.42344 -0.151
N 1.98324 1.95950 -1.39818 -0.079
N 1.87867 2.97207 -0.61607 -0.177
N 3.33320 1.75480 0.37093 -0.057
S 3.74781 -0.22747 -1.43694 0.678
S -0.30802 0.07716 -2.88573 1.026
H -1.45179 -3.28545 -2.20893 0.108
H -0.48085 -1.92349 -4.18395 0.010
H 0.92732 1.77212 2.25363 0.063
H -0.75141 2.27068 2.02870 0.043
H -0.36501 0.91065 3.22142 0.091
H 2.52913 -0.55568 -1.89620 -0.193
H -0.54623 -0.51595 1.27324 0.047
H -0.22588 1.72887 -0.60137 0.080
```

The total energy is -1341.674934 Ha. Its total charge is -1. For the energy above the lowest of the compared OMol25 structures with the same formula, charge and spin, the calculation gives 0.0 kJ/mol. For the LUMO energy, the calculation gives 2.90 eV. The frontier orbital gap is 7.57 eV.